Computed, not measured: one molecule with the formula C4H10S at a distorted geometry, with ωB97M-V with the def2-TZVPD basis set.

Geometry as XYZ:
```
15
Properties=species:S:1:pos:R:3:nbo_charge:R:1
C 2.47 0.82 0.44 -0.6075
C 1.21 -0.13 0.51 -0.4235
C -0.10 0.15 -0.24 -0.5093
S -1.32 -0.96 0.57 0.1470
C -2.80 -0.73 -0.57 -0.7573
H 2.42 1.59 1.23 0.2084
H 2.48 1.44 -0.49 0.2046
H 3.24 0.15 0.52 0.2174
H 1.31 -1.24 0.15 0.2093
H 0.94 -0.06 1.55 0.2064
H -0.37 1.19 -0.04 0.2074
H -0.11 -0.22 -1.40 0.2117
H -3.42 0.16 -0.12 0.2198
H -3.57 -1.65 -0.50 0.2396
H -2.38 -0.51 -1.62 0.2261
```

DFT total energy = -556.5273 Eh
Highest occupied orbital energy = -0.3116 Ha
Total charge = 0
Frontier orbital gap = 9.55 eV
ΔE to the lowest compared entry with this formula, charge and spin = 1.4876 eV

***

Computed, not measured: a 3-piece molecular cluster, C5H12N2OS overall at a distorted geometry, with ωB97M-V with the def2-TZVPD basis set.

Geometry as XYZ:
```
21
Properties=species:S:1:pos:R:3:nbo_charge:R:1
C -0.28 1.09 0.93 -0.7857
C 2.87 0.10 -0.10 0.1435
C 4.01 0.94 0.31 -0.6892
C -2.76 -2.34 -0.58 -0.4330
C -3.92 -0.38 0.05 -0.0756
N 2.55 0.06 -1.32 -0.6151
N -2.79 -0.93 -0.25 -0.4109
O 0.99 3.09 0.01 -0.9172
S 0.03 2.06 -0.34 1.2034
H 0.18 1.37 1.82 0.2304
H -1.24 0.60 0.69 0.2624
H 2.41 -0.22 0.83 0.1506
H 3.61 1.83 0.68 0.2388
H 4.65 0.44 0.95 0.2151
H 4.84 1.09 -0.42 0.2238
H -1.93 -2.73 -0.07 0.2054
H -3.58 -2.85 -0.24 0.1752
H -2.58 -2.43 -1.76 0.2104
H -3.90 0.71 0.23 0.1849
H 1.70 -0.52 -1.48 0.3311
H -4.85 -1.00 0.07 0.1518
```

DFT total energy = -780.4958 Eh
Highest occupied orbital energy = -0.3500 Ha
Total charge = 0
Frontier orbital gap = 9.52 eV
ΔE to the lowest compared entry with this formula, charge and spin = 2.9209 eV

***

Computed, not measured: C36H36N2O4PPbS as an isolated structure, with ωB97M-V with the def2-TZVPD basis set.

Geometry as XYZ:
```
81
Properties=species:S:1:pos:R:3:lowdin_charge:R:1
Pb -1.05 -0.36 1.88 1.3048
C -1.33 4.41 2.58 -0.0444
C -1.95 3.27 3.40 -0.3744
C -0.86 2.43 4.05 -0.0788
C -2.90 2.41 2.56 -0.2945
C -4.08 3.19 1.98 -0.0650
O -3.71 3.35 0.59 0.0025
C -2.72 2.47 0.34 -0.3095
N -2.25 1.86 1.36 0.0153
C -2.37 2.39 -1.10 -0.0995
C -2.88 3.43 -1.90 0.0039
C -2.69 3.44 -3.27 -0.0402
C -2.01 2.40 -3.88 -0.0443
C -1.50 1.37 -3.10 -0.0902
C -1.65 1.36 -1.72 -0.2696
P -0.84 -0.05 -0.88 1.0410
C 0.90 0.03 -1.40 -0.3524
C 1.45 1.14 -2.05 -0.0769
C 2.80 1.17 -2.37 -0.0607
C 3.61 0.09 -2.06 -0.0646
C 3.08 -1.01 -1.40 -0.0595
C 1.74 -1.04 -1.07 -0.1105
C -1.54 -1.50 -1.72 -0.3709
C -0.86 -2.27 -2.66 -0.0812
C -1.46 -3.39 -3.21 -0.0702
C -2.75 -3.74 -2.85 -0.0779
C -3.44 -2.97 -1.93 -0.0737
C -2.84 -1.86 -1.36 -0.1012
H -0.72 5.04 3.23 0.0898
H -2.09 5.05 2.13 0.0812
H -0.69 4.01 1.79 0.0670
H -2.57 3.70 4.19 0.1443
H -0.15 2.06 3.31 0.0355
H -1.28 1.59 4.61 0.0767
H -0.29 3.04 4.76 0.0917
H -3.26 1.58 3.18 0.1319
H -4.19 4.18 2.41 0.1326
H -5.03 2.66 2.02 0.1350
H -3.43 4.22 -1.43 0.1231
H -3.08 4.26 -3.85 0.1163
H -1.87 2.38 -4.95 0.1163
H -0.97 0.56 -3.59 0.1136
H 0.83 2.00 -2.28 0.1086
H 3.21 2.03 -2.87 0.1139
H 4.67 0.11 -2.31 0.1124
H 3.72 -1.84 -1.13 0.1129
H 1.32 -1.88 -0.53 0.0706
H 0.15 -2.00 -2.95 0.1069
H -0.92 -3.98 -3.94 0.1113
H -3.22 -4.61 -3.29 0.1103
H -4.46 -3.24 -1.65 0.1111
H -3.39 -1.27 -0.64 0.1066
O 2.01 -1.48 2.67 0.0452
C 2.13 -0.38 2.16 -0.4454
N 1.07 0.42 1.78 -0.0633
C 1.53 1.57 1.16 -0.4597
O 0.82 2.43 0.68 0.0691
C 3.02 1.53 1.19 -0.0947
C 3.96 2.42 0.71 0.0030
C 5.30 2.07 0.85 -0.0548
C 5.67 0.87 1.45 -0.0544
C 4.71 -0.02 1.93 0.0066
C 3.39 0.34 1.79 -0.0965
H 3.66 3.35 0.24 0.1257
H 6.07 2.74 0.49 0.1093
H 6.72 0.63 1.55 0.1089
H 4.99 -0.95 2.40 0.1226
O -0.37 -2.50 0.81 -0.7714
S -0.14 -3.84 1.53 0.9898
C -0.89 -5.03 0.37 -0.2794
C 0.23 -5.80 -0.34 -0.2139
C 1.44 -4.87 -0.35 -0.2222
C 1.54 -4.33 1.07 -0.3064
H -1.45 -4.39 -0.31 0.0724
H -1.59 -5.67 0.92 0.0936
H -0.09 -6.09 -1.34 0.1166
H 0.47 -6.71 0.21 0.1171
H 1.29 -4.05 -1.06 0.0981
H 2.35 -5.40 -0.64 0.1225
H 2.17 -3.46 1.24 0.0765
H 1.82 -5.11 1.78 0.1077
```

DFT total energy = -2736.1991 Eh
Highest occupied orbital energy = -0.4135 Ha
Total charge = +1
Frontier orbital gap = 8.79 eV
ΔE to the lowest compared entry with this formula, charge and spin = 0.0000 eV

***

Computed, not measured: C6H12Cl6F4MgN2O8S4 as an isolated structure at a distorted geometry, with ωB97M-V with the def2-TZVPD basis set.

Geometry as XYZ:
```
43
Properties=species:S:1:pos:R:3:nbo_charge:R:1
Mg 0.08 1.86 -1.70 1.8881
N -3.46 3.61 -3.66 -1.0671
S -5.04 3.53 -3.82 2.4233
O -5.76 4.03 -2.67 -0.8969
O -5.56 2.47 -4.65 -0.8829
F -5.11 4.83 -4.76 -0.5022
S -3.20 2.20 -2.79 2.4354
O -4.19 1.64 -1.92 -0.8260
O -1.80 2.15 -2.36 -1.1603
F -3.15 1.15 -3.98 -0.4808
N -0.19 0.59 -0.39 -1.3696
S -0.35 0.25 1.19 2.4254
O 0.90 0.10 1.91 -0.8576
O -1.48 -0.52 1.59 -0.8308
F -0.75 1.75 1.59 -0.4979
S -0.19 -1.06 -0.80 2.3794
O -1.42 -1.64 -1.27 -0.7986
O 0.87 -1.87 -0.31 -0.8180
F 0.40 -0.61 -2.29 -0.5798
Cl 3.25 0.07 -1.33 -0.1233
C 3.44 -1.16 -2.69 -0.3484
C 4.81 -1.02 -3.34 -0.4034
Cl 6.15 -0.76 -2.19 -0.0335
H 2.60 -0.92 -3.33 0.2316
H 3.17 -2.10 -2.21 0.2347
H 4.82 -0.15 -3.98 0.2234
H 5.01 -1.94 -3.89 0.2403
Cl -1.90 1.20 4.63 -0.0657
C -3.21 -0.02 4.52 -0.3876
C -3.87 -0.23 5.88 -0.3821
Cl -2.94 -1.28 6.99 -0.0682
H -2.89 -0.90 3.97 0.2339
H -4.00 0.41 3.90 0.2205
H -4.80 -0.78 5.77 0.2241
H -4.02 0.75 6.32 0.2257
Cl 4.74 -4.00 1.66 -0.0556
C 4.60 -2.37 0.94 -0.3839
C 3.76 -1.49 1.85 -0.3775
Cl 4.57 -1.09 3.40 -0.0707
H 4.11 -2.39 -0.03 0.2057
H 5.58 -1.92 0.81 0.2254
H 2.78 -1.90 2.07 0.2331
H 3.64 -0.51 1.38 0.2185
```

DFT total energy = -5900.6258 Eh
Highest occupied orbital energy = -0.3815 Ha
Total charge = 0
Frontier orbital gap = 6.26 eV
ΔE to the lowest compared entry with this formula, charge and spin = 2.1042 eV

***

Computed, not measured: C2H3FO2 as an isolated structure at a distorted geometry, with ωB97M-V with the def2-TZVPD basis set.

Geometry as XYZ:
```
8
Properties=species:S:1:pos:R:3:nbo_charge:R:1
C -0.59 0.02 -0.05 0.8304
C 0.90 0.02 0.06 -0.7056
O -1.46 1.04 -0.38 -0.2125
O -1.46 0.36 0.89 -0.2135
F -1.09 -1.46 -0.76 -0.4756
H 1.11 -0.89 -0.40 0.2689
H 1.26 -0.14 1.02 0.2494
H 1.35 1.04 -0.37 0.2585
```

DFT total energy = -328.1771 Eh
Highest occupied orbital energy = -0.4202 Ha
Total charge = 0
Frontier orbital gap = 12.14 eV
ΔE to the lowest compared entry with this formula, charge and spin = 4.8425 eV

***

Computed, not measured: a 8-piece molecular cluster, C8H32O8 overall at a distorted geometry, with ωB97M-V with the def2-TZVPD basis set.

Geometry as XYZ:
```
48
Properties=species:S:1:pos:R:3:nbo_charge:R:1
C -28.74 -10.09 1.01 -0.2499
O -29.97 -10.68 0.65 -0.7489
H -28.77 -9.81 2.06 0.1887
H -27.89 -10.70 0.73 0.1685
H -28.58 -9.12 0.51 0.1577
H -29.97 -10.91 -0.29 0.4904
C -31.73 -8.91 4.08 -0.2447
O -31.46 -9.27 5.43 -0.7240
H -30.78 -8.83 3.55 0.1605
H -32.37 -9.63 3.57 0.1812
H -32.24 -7.94 4.02 0.1593
H -31.79 -8.59 6.02 0.4667
C -27.87 -12.07 -3.14 -0.2594
O -28.17 -10.90 -2.39 -0.7670
H -28.70 -12.36 -3.77 0.2031
H -26.97 -11.92 -3.76 0.1591
H -27.61 -12.90 -2.47 0.1699
H -27.44 -10.74 -1.78 0.4954
C -25.26 -11.86 0.79 -0.2578
O -25.60 -11.22 -0.43 -0.7439
H -26.00 -11.71 1.57 0.1916
H -25.25 -12.95 0.68 0.1675
H -24.30 -11.55 1.20 0.1725
H -24.92 -11.47 -1.07 0.4751
C -26.03 -7.50 -0.56 -0.2540
O -25.04 -7.39 -1.57 -0.7187
H -25.81 -8.39 0.04 0.1638
H -25.92 -6.64 0.11 0.1879
H -27.07 -7.52 -0.90 0.1612
H -25.16 -8.13 -2.18 0.4591
C -30.13 -5.73 -0.03 -0.2489
O -29.30 -4.62 0.33 -0.7245
H -31.13 -5.59 0.39 0.1623
H -30.20 -5.80 -1.11 0.1660
H -29.75 -6.63 0.46 0.1817
H -29.80 -3.82 0.14 0.4637
C -31.60 -10.76 -4.33 -0.2506
O -30.95 -11.52 -3.33 -0.7369
H -32.33 -10.06 -3.92 0.1630
H -30.88 -10.27 -4.99 0.1663
H -32.21 -11.43 -4.94 0.1755
H -30.14 -11.04 -3.08 0.4811
C -31.97 -13.16 1.69 -0.2453
O -31.29 -12.33 2.62 -0.7492
H -31.30 -13.99 1.44 0.1588
H -32.92 -13.50 2.09 0.1720
H -32.22 -12.64 0.77 0.1622
H -30.86 -11.61 2.14 0.4916
```

DFT total energy = -925.7552 Eh
Highest occupied orbital energy = -0.3522 Ha
Total charge = 0
Frontier orbital gap = 9.77 eV
ΔE to the lowest compared entry with this formula, charge and spin = 3.7167 eV